# C5H6O

C5H6O as an isolated structure in a non-equilibrium geometry (ωB97M-V with the def2-TZVPD basis set, the Open Molecules 2025 dataset).

```
! wB97M-V def2-TZVPD RIJCOSX def2/J DEFGRID3
* xyz 0 1
C -1.536 -1.510 -0.977
C -1.401 -0.473 -0.312
C -0.374 1.242 -0.043
C 0.111 -0.126 -0.523
C 1.018 -0.707 0.537
O -1.702 0.634 0.415
H 0.279 1.601 0.733
H -0.593 1.920 -0.783
H 0.584 -0.159 -1.573
H 1.763 -1.291 0.132
H 0.349 -1.257 1.366
H 1.504 0.126 1.027
*
```

LUMO level (eV): 0.06
Molecular weight (g mol⁻¹): 82.10
Total energy (Ha): -269.1310
Gap between HOMO and LUMO (Eh): 0.34764
Max |F| (eV/Å): 3.73
Energy above the lowest of the compared OMol25 structures with the same formula, charge and spin (eV): 5.856
HOMO energy (eV): -9.40

Results of the natural (NBO) charge analysis, in e, for atoms 1 through 2: atom 1 (C): 0.0708, atom 2 (C): -0.0444


# C56H65N7OP2Si2Y

C56H65N7OP2Si2Y as an isolated structure in a non-equilibrium geometry (ωB97M-V with the def2-TZVPD basis set, the Open Molecules 2025 dataset).

```
! wB97M-V def2-TZVPD RIJCOSX def2/J DEFGRID3
* xyz -1 1
Y -0.704 -0.250 0.938
C -0.967 1.917 -5.143
Si -1.656 0.863 -3.742
C -3.179 1.784 -3.161
C -2.236 -0.685 -4.626
N -0.631 0.610 -2.406
P 0.681 -0.253 -2.200
C 1.107 -0.597 -0.585
P 2.170 0.510 0.145
N 1.484 1.148 1.470
Si 1.842 2.343 2.634
C 3.628 2.605 3.151
C 0.952 1.882 4.207
C 1.345 4.105 2.198
C 3.699 -0.463 0.569
C 4.770 0.067 1.289
C 5.863 -0.715 1.637
C 5.910 -2.052 1.255
C 4.868 -2.587 0.513
C 3.777 -1.794 0.170
C 2.911 1.890 -0.828
C 2.111 3.002 -1.077
C 2.604 4.115 -1.742
C 3.925 4.131 -2.173
C 4.730 3.021 -1.954
C 4.225 1.907 -1.292
C 0.468 -1.855 -3.130
C 0.860 -2.043 -4.459
C 0.567 -3.223 -5.135
C -0.131 -4.240 -4.500
C -0.541 -4.065 -3.184
C -0.244 -2.883 -2.520
C 2.162 0.383 -3.108
C 3.328 -0.389 -3.113
C 4.434 -0.005 -3.855
C 4.396 1.174 -4.597
C 3.255 1.962 -4.576
C 2.143 1.563 -3.834
H -1.703 1.925 -5.957
H -0.789 2.956 -4.839
H -0.031 1.515 -5.545
H -3.930 1.819 -3.960
H -3.633 1.303 -2.288
H -2.937 2.817 -2.886
H -3.202 -0.489 -5.108
H -1.524 -0.986 -5.400
H -2.358 -1.531 -3.946
H 4.095 1.715 3.585
H 4.254 2.965 2.325
H 3.614 3.389 3.918
H 1.501 1.079 4.713
H 0.875 2.729 4.899
H -0.057 1.514 4.007
H 1.840 4.429 1.282
H 0.272 4.262 2.076
H 1.685 4.766 3.005
H 4.757 1.106 1.574
H 6.680 -0.281 2.202
H 6.762 -2.666 1.524
H 4.898 -3.626 0.203
H 2.948 -2.195 -0.405
H 1.086 2.980 -0.756
H 1.959 4.967 -1.923
H 4.320 4.997 -2.691
H 5.755 3.015 -2.307
H 4.861 1.041 -1.152
H 1.395 -1.263 -4.984
H 0.883 -3.343 -6.165
H -0.362 -5.159 -5.028
H -1.107 -4.839 -2.679
H -0.575 -2.744 -1.502
H 3.356 -1.303 -2.529
H 5.327 -0.620 -3.855
H 5.258 1.478 -5.181
H 3.227 2.891 -5.134
H 1.253 2.178 -3.804
C -2.001 2.626 2.177
N -2.065 1.997 0.842
C -1.530 2.940 -0.151
C -3.454 1.636 0.557
C -4.418 2.632 0.624
C -5.770 2.357 0.510
C -6.147 1.024 0.377
C -5.193 0.029 0.290
C -3.805 0.300 0.304
N -2.833 -0.675 0.157
C -3.173 -1.899 -0.410
C -4.082 -2.048 -1.469
C -4.412 -3.291 -1.982
C -3.835 -4.443 -1.458
C -2.898 -4.311 -0.442
C -2.548 -3.064 0.057
N -1.578 -2.922 1.131
C -0.498 -3.911 1.068
C -2.287 -3.048 2.415
H -2.565 2.036 2.888
H -2.398 3.647 2.146
H -0.967 2.668 2.502
H -2.180 3.816 -0.255
H -1.405 2.442 -1.111
H -0.563 3.280 0.208
H -4.102 3.656 0.785
H -6.503 3.151 0.557
H -7.197 0.754 0.347
H -5.516 -0.999 0.215
H -4.516 -1.155 -1.903
H -5.108 -3.357 -2.810
H -4.091 -5.422 -1.844
H -2.423 -5.198 -0.041
H 0.242 -3.661 1.824
H -0.019 -3.897 0.093
H -0.854 -4.927 1.277
H -2.736 -4.046 2.498
H -3.064 -2.290 2.475
H -1.589 -2.896 3.236
O -1.965 -0.146 2.872
C -2.084 -0.296 4.144
C -3.282 0.090 4.800
C -3.425 -0.018 6.165
C -2.389 -0.528 6.957
C -1.228 -0.936 6.332
C -1.056 -0.844 4.947
C 0.171 -1.320 4.308
N 0.451 -1.369 3.017
C 1.706 -1.940 2.905
C 2.195 -2.236 4.131
N 1.208 -1.843 5.013
H -4.079 0.478 4.174
H -4.354 0.292 6.631
H -2.493 -0.606 8.031
H -0.432 -1.338 6.951
H 2.171 -2.084 1.944
H 3.128 -2.666 4.453
H 1.260 -1.892 6.013
*
```

LUMO level (eV): 2.32
Molecular weight (g mol⁻¹): 1059.21
Total energy (Ha): -3931.8830
Gap between HOMO and LUMO (Eh): 0.24140
Max |F| (eV/Å): 1.51
Energy above the lowest of the compared OMol25 structures with the same formula, charge and spin (eV): 0.000
HOMO energy (eV): -4.25

Results of the Löwdin charge analysis, in e, for atoms 1 through 2: atom 1 (Y): 1.4979, atom 2 (C): -0.2004


# C4H11NO2S

C4H11NO2S as an isolated structure in a non-equilibrium geometry (ωB97M-V with the def2-TZVPD basis set, the Open Molecules 2025 dataset).

```
! wB97M-V def2-TZVPD RIJCOSX def2/J DEFGRID3
* xyz 0 1
C -1.263 -1.296 0.672
C -2.013 -0.199 -0.099
S -2.079 -0.399 -1.900
N -0.450 -0.702 1.771
H -0.562 -1.746 -0.026
H -1.937 -2.088 1.003
H -1.494 0.743 0.074
H -3.021 -0.078 0.295
H -0.753 -0.372 -2.104
H 0.014 -1.441 2.270
H -1.086 -0.243 2.417
H 0.404 0.160 1.239
O 0.926 1.048 0.661
C 1.569 0.535 -0.341
O 1.447 -0.626 -0.701
C 2.419 1.492 -1.124
H 2.296 1.363 -2.203
H 2.108 2.526 -0.978
H 3.476 1.324 -0.924
*
```

LUMO level (eV): 0.57
Molecular weight (g mol⁻¹): 137.20
Total energy (Ha): -762.4405
Gap between HOMO and LUMO (Eh): 0.35492
Max |F| (eV/Å): 1.31
Energy above the lowest of the compared OMol25 structures with the same formula, charge and spin (eV): 0.240
HOMO energy (eV): -9.09

Results of the natural (NBO) charge analysis, in e, for atoms 1 through 2: atom 1 (C): -0.2474, atom 2 (C): -0.5470